{"formula": "C39H50BCl5N8O5SiTeW", "method": "ωB97M-V/def2-TZVPD", "lumo_ev": [2.28, 2.28], "s2": 1.24, "total_charge": -1, "de_lowest_kcal_mol": 232.6, "spin_multiplicity": 2, "orbital_gap_ev": [5.0001, 5.1341], "elements": ["W", "C", "C", "N", "N", "C", "B", "N", "C", "C", "C", "N", "N", "C", "C", "C", "N", "N", "C", "C", "C", "N", "H", "H", "H", "H", "H", "H", "H", "H", "H", "H", "H", "H", "Cl", "C", "C", "C", "Cl", "C", "Cl", "C", "Cl", "C", "Cl", "C", "C", "C", "C", "C", "C", "Te", "C", "C", "C", "H", "H", "H", "H", "H", "H", "H", "H", "H", "H", "H", "O", "C", "C", "C", "C", "O", "Si", "O", "O", "C", "C", "C", "C", "O", "C", "C", "C", "C", "H", "H", "H", "H", "H", "H", "H", "H", "H", "H", "H", "H", "H", "H", "H", "H", "H", "H", "H", "H", "H", "H", "H", "H", "H", "H", "H"], "coordinates": [[-0.409, -0.352, 0.884], [1.744, -3.873, 1.810], [0.668, -3.272, 1.190], [0.844, -1.943, 1.183], [2.015, -1.681, 1.757], [2.571, -2.844, 2.165], [2.440, -0.195, 1.908], [2.262, 0.478, 0.512], [3.183, 1.158, -0.198], [2.613, 1.551, -1.389], [1.316, 1.065, -1.347], [1.128, 0.413, -0.191], [1.430, 0.413, 2.923], [1.686, 1.022, 4.107], [0.494, 1.356, 4.695], [-0.473, 0.906, 3.818], [0.111, 0.333, 2.747], [3.896, 0.052, 2.386], [4.963, -0.781, 2.448], [6.051, -0.066, 2.884], [5.583, 1.232, 3.057], [4.292, 1.281, 2.737], [1.892, -4.927, 1.990], [-0.185, -3.766, 0.786], [3.485, -2.973, 2.712], [4.197, 1.354, 0.114], [3.078, 2.112, -2.183], [0.562, 1.174, -2.112], [2.662, 1.202, 4.528], [0.344, 1.848, 5.643], [-1.573, 0.968, 3.932], [5.001, -1.816, 2.171], [7.056, -0.429, 3.038], [6.159, 2.086, 3.381], [-1.737, 3.004, 2.587], [-2.402, 1.451, 2.990], [-1.857, 0.327, 2.326], [-2.335, -0.959, 2.594], [-1.615, -2.308, 1.725], [-3.365, -1.136, 3.529], [-3.962, -2.733, 3.862], [-3.907, -0.022, 4.186], [-5.184, -0.241, 5.342], [-3.424, 1.280, 3.914], [-4.093, 2.663, 4.724], [0.339, 8.950, 0.479], [0.205, 7.452, 0.541], [-0.958, 6.859, 1.013], [-1.084, 5.467, 1.071], [-2.365, 4.887, 1.589], [-0.005, 4.635, 0.641], [-0.182, 2.442, 0.719], [1.171, 5.254, 0.164], [2.369, 4.487, -0.313], [1.258, 6.648, 0.121], [-0.571, 9.453, 0.843], [0.517, 9.265, -0.562], [1.188, 9.274, 1.102], [-1.779, 7.488, 1.340], [-3.089, 5.670, 1.876], [-2.157, 4.276, 2.496], [-2.832, 4.260, 0.812], [2.244, 3.407, -0.256], [3.246, 4.756, 0.298], [2.577, 4.746, -1.366], [2.165, 7.116, -0.247], [-1.636, 0.078, -0.318], [-3.511, -5.260, -1.215], [-2.861, -3.923, -0.824], [-2.247, -4.098, 0.575], [-3.959, -2.853, -0.802], [-1.858, -3.710, -1.834], [-1.042, -2.270, -2.122], [-0.718, -1.502, -0.707], [-2.009, -1.276, -3.018], [-2.086, -1.243, -4.439], [-0.875, -0.528, -5.046], [-3.329, -0.390, -4.733], [-2.298, -2.616, -5.085], [0.335, -2.633, -3.008], [1.633, -3.029, -2.571], [2.443, -1.831, -2.094], [2.307, -3.571, -3.844], [1.642, -4.146, -1.542], [-4.295, -5.553, -0.511], [-2.764, -6.058, -1.252], [-3.950, -5.197, -2.216], [-2.989, -4.447, 1.299], [-1.855, -3.167, 0.923], [-1.419, -4.815, 0.558], [-4.777, -3.141, -0.135], [-4.370, -2.695, -1.803], [-3.580, -1.887, -0.452], [-0.689, 0.422, -4.536], [-1.025, -0.327, -6.111], [0.037, -1.122, -4.953], [-3.235, 0.602, -4.281], [-4.223, -0.846, -4.296], [-3.494, -0.267, -5.807], [-1.414, -3.253, -4.986], [-2.510, -2.520, -6.154], [-3.131, -3.146, -4.613], [2.392, -1.015, -2.819], [3.494, -2.096, -1.942], [2.065, -1.441, -1.152], [2.320, -2.810, -4.631], [1.747, -4.422, -4.244], [3.335, -3.892, -3.655], [1.266, -3.811, -0.589], [2.657, -4.521, -1.376], [1.014, -4.982, -1.865]]}